(1)
C3H3N2O | ωB97M-V/def2-TZVPD

```
9
Properties=species:S:1:pos:R:3:forces:R:3:mulliken_charge:R:1
C 0.598852 -0.276343 -0.339766 -0.2 2.7 -1.3 0.70
C 2.454307 0.312127 -1.196863 -1.1 1.3 -1.5 0.61
C 1.283988 0.949097 -0.593214 -2.7 7.7 2.3 -0.56
N 1.345813 -0.560977 -1.407452 1.4 -8.3 -1.7 -0.22
N -0.321416 -0.814804 0.362742 -0.4 -0.5 0.1 -0.30
O 3.581048 0.369125 -1.435119 0.5 0.0 -0.1 -0.21
H 0.545098 2.247836 -1.236290 2.3 -3.0 2.3 0.41
H -0.787863 -0.294539 1.101344 0.1 0.0 -0.2 0.29
H -0.580610 -1.788475 0.224553 0.0 0.1 0.0 0.29
```
Positions in Å, forces in eV/Å.

## Properties
total charge = +1
relative energy (zero: lowest compared OMol25 entry of this formula, charge and spin) = 78.6 kcal/mol
E_HOMO (alpha / beta) = -0.469 / -0.618 Eh
E_tot = -300.28608 hartree
spin multiplicity = 3



(2)
C45H49AlAsNO7P3 | ωB97M-V/def2-TZVPD

```
107
Properties=species:S:1:pos:R:3:forces:R:3:mulliken_charge:R:1
Al 1.316714 0.071934 -1.780946 0.0 0.1 -0.3 -0.82
C 0.100064 -0.019515 3.342331 0.0 0.0 0.0 -0.60
C 1.212694 -0.837060 3.933096 0.0 0.0 0.0 0.43
C 1.132999 -1.227447 5.268050 0.0 0.0 0.0 -0.59
C 2.135891 -1.972661 5.865941 0.0 0.0 0.0 -0.79
C 3.244278 -2.346478 5.120961 0.0 0.0 0.0 -0.85
C 3.338127 -1.966605 3.790985 0.0 0.0 0.0 -1.17
C 2.338206 -1.208043 3.180757 0.0 0.0 0.0 0.86
P 2.411872 -0.761518 1.396847 -0.1 -0.1 0.1 0.74
C 3.904703 -1.679175 0.857828 -0.1 0.0 -0.1 0.54
C 3.585730 -2.870126 0.200742 0.0 0.1 0.0 -1.78
C 4.565583 -3.716727 -0.290278 0.1 0.0 0.0 -0.78
C 5.895819 -3.363081 -0.137497 -0.1 0.0 0.0 -0.74
C 6.225493 -2.185437 0.516548 0.0 0.1 0.0 -0.87
C 5.252790 -1.330165 1.030443 0.1 0.0 0.0 1.59
C 5.698547 -0.095809 1.769611 0.0 0.0 0.0 -1.23
C 2.842540 1.012457 1.442058 0.1 0.0 -0.1 1.06
C 2.904373 1.752617 2.620325 0.0 0.0 0.0 -0.75
C 3.117334 3.121442 2.600975 0.0 0.0 0.0 -0.93
C 3.284396 3.764119 1.382530 0.0 0.0 0.0 -0.88
C 3.245930 3.035054 0.205971 0.0 0.0 0.0 -0.58
C 3.022698 1.654484 0.199122 0.0 0.0 0.0 0.04
C 2.989796 0.911914 -1.093710 0.0 0.0 0.1 -1.23
H -0.858801 -0.281401 3.791037 0.0 0.0 0.0 0.66
H 0.019125 -0.173478 2.266363 0.0 0.0 0.0 -0.63
H 0.268230 1.048775 3.501092 0.0 0.0 0.0 0.34
H 0.255693 -0.944550 5.839758 0.0 0.0 0.0 0.47
H 2.047559 -2.268520 6.904141 0.0 0.0 0.0 0.36
H 4.034012 -2.936982 5.568593 0.0 0.0 0.0 0.44
H 4.201548 -2.273895 3.215082 0.0 0.0 0.0 0.38
H 2.543102 -3.115493 0.037463 0.0 0.0 0.0 0.59
H 4.282659 -4.611165 -0.828476 0.0 0.0 0.0 0.45
H 6.679001 -3.996104 -0.536203 0.0 0.0 0.0 0.35
H 7.269006 -1.916312 0.640152 0.0 0.0 0.0 0.39
H 6.773520 -0.139222 1.948063 0.0 0.0 0.0 0.51
H 5.193521 -0.004132 2.732465 0.0 0.0 0.0 0.17
H 5.482303 0.816742 1.211898 0.0 0.0 0.0 0.22
H 2.788112 1.247875 3.571985 0.0 0.0 0.0 0.45
H 3.156611 3.678886 3.528573 0.0 0.0 0.0 0.40
H 3.452103 4.834006 1.348383 0.0 0.0 0.0 0.36
H 3.394238 3.539286 -0.743025 0.0 0.0 0.0 0.48
H 3.711349 0.084184 -1.076547 0.0 0.0 0.0 0.63
H 3.298169 1.582861 -1.901377 0.0 0.0 0.0 0.73
O -0.605831 -0.563821 -4.433790 -0.1 0.0 0.0 -0.25
P 0.973375 -0.567525 -4.712677 0.1 0.0 0.0 0.81
O 1.300666 -0.266104 -6.107169 0.0 0.0 0.0 -0.86
O 1.575054 0.292548 -3.589780 -0.1 0.0 0.1 -0.24
O 1.389848 -2.088574 -4.334989 -0.1 0.0 0.1 -0.48
P 2.008991 -2.608426 -2.932628 0.0 0.0 -0.1 0.91
O 3.551879 -2.188493 -3.063492 0.0 0.0 0.0 -0.53
O 1.865991 -4.053070 -2.773614 0.0 0.0 0.0 -0.84
O 1.382576 -1.715371 -1.840975 -0.1 0.0 0.1 0.84
H -1.092996 -0.615705 -5.264072 0.0 0.0 0.0 0.26
H 3.651076 -1.251649 -3.282741 0.0 0.0 0.0 0.42
C -4.349148 1.429140 4.746107 0.0 0.0 0.0 -1.65
C -3.673562 1.040096 3.458545 0.0 0.0 0.0 0.60
C -3.819717 -0.226486 2.918684 0.0 0.0 0.0 -1.36
C -3.185684 -0.598912 1.735108 0.0 0.0 0.0 0.26
C -3.394772 -2.013252 1.250258 0.0 0.0 0.0 -1.81
C -2.384947 0.328265 1.044868 0.0 0.0 0.0 0.52
As -1.494393 -0.476445 -0.535393 0.0 0.1 0.0 1.19
N -0.371306 0.732304 -1.362094 0.1 -0.1 0.0 1.74
C -0.656702 1.944687 -2.026358 0.0 0.0 0.0 0.38
C 0.232019 3.015320 -1.859461 0.0 0.0 0.0 0.09
C 0.040678 4.221183 -2.512022 0.0 0.0 0.0 -0.97
C -1.055336 4.403058 -3.345032 0.0 0.0 0.0 -0.88
C -1.934470 3.345591 -3.529643 0.0 0.0 0.0 -0.85
C -1.733368 2.128534 -2.894498 0.0 0.0 -0.1 -0.88
C -3.058777 -0.687122 -1.752406 0.0 0.0 0.0 0.38
C -3.013044 -1.823151 -2.574083 0.0 0.0 0.0 0.74
C -1.929153 -2.873693 -2.535961 0.0 0.0 0.0 -2.11
C -4.041672 -2.054729 -3.492391 0.0 0.0 0.0 -1.15
C -5.125110 -1.209043 -3.610113 0.0 0.0 0.0 0.91
C -6.227630 -1.473420 -4.599481 0.0 0.0 0.0 -1.68
C -5.175276 -0.101736 -2.769564 0.0 0.0 0.0 -0.87
C -4.176916 0.172743 -1.845301 0.0 0.0 0.0 1.00
C -4.359433 1.412460 -1.006458 0.1 0.0 0.0 -1.00
C -2.191403 1.597961 1.608836 0.0 0.0 0.0 1.09
C -1.288993 2.634955 1.003765 0.0 0.0 0.0 -0.70
C -2.847352 1.931309 2.789269 0.0 0.0 0.0 -0.93
H -5.088669 0.685093 5.042550 0.0 0.0 0.0 0.38
H -4.854471 2.391718 4.650600 0.0 0.0 0.0 0.35
H -3.623453 1.521114 5.557625 0.0 0.0 0.0 0.30
H -4.441756 -0.955315 3.429286 0.0 0.0 0.0 0.27
H -3.993837 -2.571778 1.969348 0.0 0.0 0.0 0.49
H -2.442110 -2.533824 1.122104 0.0 0.0 0.0 0.30
H -3.907625 -2.043971 0.287464 0.0 0.0 0.0 0.18
H 1.069651 2.895468 -1.181281 -0.1 0.0 0.0 0.22
H 0.747105 5.028195 -2.356355 0.0 0.0 0.0 0.43
H -1.214354 5.347384 -3.849888 0.0 0.0 0.0 0.37
H -2.783013 3.456830 -4.195134 0.0 0.0 0.0 0.44
H -2.395503 1.301751 -3.098619 0.0 0.0 0.0 0.81
H -1.100457 -2.636549 -1.878340 0.0 0.0 0.0 -0.05
H -1.517286 -3.032204 -3.532953 0.0 0.0 0.0 0.42
H -2.356521 -3.823882 -2.205041 0.0 0.0 0.0 0.50
H -3.976012 -2.932400 -4.128834 0.0 0.0 0.0 0.35
H -5.952519 -2.270059 -5.290406 0.0 0.0 0.0 0.38
H -6.452872 -0.578818 -5.182788 0.0 0.0 0.0 0.36
H -7.147655 -1.771906 -4.091861 0.0 0.0 0.0 0.30
H -6.019097 0.578092 -2.841438 0.0 0.0 0.0 0.38
H -5.160666 2.023318 -1.424638 0.0 0.0 0.0 0.51
H -3.455858 2.019506 -0.975296 0.0 0.0 0.0 -0.06
H -4.620859 1.167316 0.022921 0.0 0.0 0.0 0.19
H -0.315031 2.217888 0.749841 0.0 0.0 0.0 -0.39
H -1.142479 3.459907 1.701807 0.0 0.0 0.0 0.54
H -1.706770 3.045751 0.082689 0.0 0.0 0.0 0.18
H -2.690682 2.922415 3.205274 0.0 0.0 0.0 0.34
```
Positions in Å, forces in eV/Å.

## Properties
total charge = -1
E_HOMO = -0.206 Eh
E_tot = -5828.49401 hartree



Question: Look up the E_tot of the first one.
Answer: -300.28608 hartree